Record 1
ORCA calculation (ωB97M-V/def2-TZVPD) on the molecule C22H19N3O4 at a distorted geometry.

Values from the calculation:
Maximum force in eV Å⁻¹: 1.1
Structure (SMILES): O=C(C[C@@H]1C(=O)N(c2ccccc2)C(=O)N1Cc1ccco1)Nc1ccccc1
Energy relative to the best compared isomer or geometry (same formula, charge and spin) in kcal per mole: 0.0
Orbital gap in eV: 9.076
LUMO level in eV: 0.456

The geometry in ORCA input format:
```
! wB97M-V def2-TZVPD RIJCOSX def2/J DEFGRID3
* xyz 0 1
O -0.091 0.704 -0.572
C 0.702 0.026 -1.185
C 0.254 -1.153 -2.045
C -1.082 -1.697 -1.530
C -2.153 -0.599 -1.572
O -2.488 0.016 -2.550
N -2.679 -0.529 -0.314
C -3.660 0.406 0.100
C -4.675 0.005 0.956
C -5.630 0.923 1.355
C -5.580 2.228 0.894
C -4.563 2.620 0.039
C -3.596 1.715 -0.357
C -2.031 -1.404 0.574
O -2.283 -1.557 1.739
N -1.098 -2.082 -0.148
C -0.216 -3.053 0.456
C 1.166 -2.529 0.687
C 2.376 -2.906 0.176
C 3.339 -2.055 0.773
C 2.640 -1.226 1.595
O 1.332 -1.507 1.548
N 2.045 0.223 -1.215
C 2.810 1.169 -0.518
C 2.255 2.085 0.369
C 3.079 2.975 1.036
C 4.447 2.966 0.828
C 4.999 2.055 -0.057
C 4.187 1.160 -0.726
H 0.087 -0.785 -3.061
H 1.009 -1.940 -2.067
H -1.395 -2.533 -2.173
H -4.707 -1.011 1.316
H -6.419 0.616 2.025
H -6.331 2.940 1.203
H -4.518 3.639 -0.317
H -2.793 2.011 -1.012
H -0.165 -3.945 -0.176
H -0.672 -3.307 1.419
H 2.560 -3.698 -0.521
H 4.397 -2.064 0.614
H 2.951 -0.423 2.233
H 2.591 -0.405 -1.788
H 1.192 2.093 0.536
H 2.641 3.682 1.725
H 5.082 3.665 1.352
H 6.065 2.040 -0.227
H 4.619 0.448 -1.416
*
```


Record 2
ORCA calculation (ωB97M-V/def2-TZVPD) on the molecule C22H19N5O2 at a distorted geometry.

Values from the calculation:
Maximum force in eV Å⁻¹: 2.9
Structure (SMILES): Cn1cc(C(c2cn(C)c3ccccc23)n2cnc([N+](=O)[O-])c2)c2ccccc21
Energy relative to the best compared isomer or geometry (same formula, charge and spin) in kcal per mole: 133.6
Orbital gap in eV: 8.188
LUMO level in eV: -0.022

The geometry in ORCA input format:
```
! wB97M-V def2-TZVPD RIJCOSX def2/J DEFGRID3
* xyz 0 1
C -0.811 -4.005 3.038
N -0.838 -2.787 2.256
C 0.223 -2.343 1.501
C -0.136 -1.239 0.741
C 0.972 -0.463 -0.067
C 0.435 0.813 -0.755
C -0.813 0.944 -1.368
N -1.021 2.257 -1.748
C -2.182 2.748 -2.476
C 0.038 3.034 -1.311
C 0.166 4.420 -1.385
C 1.155 5.033 -0.602
C 2.029 4.225 0.126
C 1.929 2.822 0.154
C 0.957 2.186 -0.628
N 2.030 -1.330 -0.706
C 3.266 -1.686 -0.095
N 4.109 -2.257 -0.947
C 3.456 -2.184 -2.151
N 4.017 -2.765 -3.298
O 3.359 -2.601 -4.372
O 5.077 -3.388 -3.202
C 2.204 -1.547 -2.012
C -1.527 -0.880 1.195
C -2.473 0.169 1.174
C -3.754 0.026 1.752
C -4.136 -1.091 2.493
C -3.199 -2.124 2.617
C -1.931 -1.954 2.057
H -1.809 -4.276 3.439
H -0.449 -4.820 2.389
H -0.105 -3.912 3.881
H 1.156 -2.885 1.669
H 1.717 -0.134 0.721
H -1.631 0.252 -1.503
H -2.072 3.814 -2.737
H -2.312 2.177 -3.409
H -3.102 2.628 -1.884
H -0.495 5.029 -1.993
H 1.261 6.126 -0.579
H 2.811 4.723 0.702
H 2.595 2.220 0.765
H 3.600 -1.504 0.929
H 1.580 -1.220 -2.840
H -2.236 1.139 0.737
H -4.508 0.817 1.628
H -5.132 -1.159 2.962
H -3.469 -3.044 3.140
*
```


Record 3
ORCA calculation (ωB97M-V/def2-TZVPD) on a structure of composition C22H20B2F4HfIN4O8S at a distorted geometry.

Values from the calculation:
Maximum force in eV Å⁻¹: 1.7
Energy relative to the best compared isomer or geometry (same formula, charge and spin) in kcal per mole: 11.7
Orbital gap in eV: 6.964
LUMO level in eV: -4.302

The geometry in ORCA input format:
```
! wB97M-V def2-TZVPD RIJCOSX def2/J DEFGRID3
* xyz 1 1
Hf 0.193 0.057 -0.013
C -0.158 4.239 1.601
C -0.204 3.024 0.759
N 0.646 2.068 0.763
O 1.677 2.086 1.676
B 1.310 1.245 2.818
F 0.108 1.658 3.395
F 2.323 1.096 3.684
O 0.977 -0.220 2.199
N -0.367 -0.450 2.014
C -1.100 -0.962 2.901
C -0.795 -1.278 4.308
C -2.354 -2.887 1.077
N -2.059 -1.593 0.576
O -2.680 -1.211 -0.566
B -3.445 0.118 -0.689
F -4.434 -0.085 -1.582
F -3.884 0.488 0.587
O -2.530 1.163 -1.218
N -1.551 1.491 -0.338
C -1.341 2.748 -0.168
C -2.152 3.835 -0.766
C -3.574 -3.579 0.558
H 0.701 4.206 2.263
H -1.074 4.299 2.191
H -0.108 5.132 0.975
H 0.198 -0.909 4.558
H -0.832 -2.361 4.455
H -1.531 -0.817 4.968
H -2.777 3.443 -1.562
H -1.510 4.629 -1.147
H -2.797 4.269 0.003
H -3.965 -4.289 1.284
H -3.269 -4.137 -0.330
H -4.343 -2.867 0.257
O 1.112 -3.760 -1.088
C 0.525 -3.146 -0.244
O 0.297 -1.847 -0.300
C 0.038 -3.845 1.009
C 0.950 -4.745 1.558
C 0.643 -5.495 2.677
C -0.614 -5.386 3.256
C -1.542 -4.521 2.709
C -1.229 -3.731 1.600
S -2.741 -1.379 2.202
H 1.912 -4.849 1.073
H 1.376 -6.176 3.089
H -0.876 -5.980 4.121
H -2.528 -4.448 3.154
I 6.016 2.556 -5.960
C 4.632 1.873 -4.557
C 3.288 1.789 -4.909
C 2.369 1.354 -3.975
C 2.798 0.997 -2.696
C 4.148 1.071 -2.354
C 5.067 1.513 -3.286
C 1.828 0.573 -1.702
O 2.167 0.155 -0.542
O 0.555 0.634 -1.923
H 2.967 2.060 -5.905
H 1.319 1.276 -4.223
H 4.464 0.783 -1.360
H 6.115 1.576 -3.028
*
```


Record 4
ORCA calculation (ωB97M-V/def2-TZVPD) on a structure of composition C22H20BCaF5N8S at a distorted geometry.

Values from the calculation:
Maximum force in eV Å⁻¹: 1.4
Energy relative to the best compared isomer or geometry (same formula, charge and spin) in kcal per mole: 9.4
Orbital gap (spin up / spin down) in eV: 8.532 / 5.483
Expectation value of S²: 0.7779
LUMO level (spin up / spin down) in eV: -2.955 / -6.003

The geometry in ORCA input format:
```
! wB97M-V def2-TZVPD RIJCOSX def2/J DEFGRID3
* xyz 1 2
Ca -0.216 -1.688 0.000
C -1.497 -0.901 -3.488
C -0.548 0.053 -2.830
C -0.141 1.307 -3.264
C 0.717 1.759 -2.282
N 0.821 0.829 -1.326
N 0.031 -0.252 -1.662
B 1.716 0.880 -0.003
N 0.821 0.831 1.320
C 0.718 1.763 2.273
C -0.140 1.314 3.257
C -0.548 0.059 2.826
C -1.496 -0.894 3.486
N 0.031 -0.249 1.658
N 2.637 -0.417 -0.002
C 3.967 -0.585 -0.002
C 4.270 -1.928 -0.001
C 3.035 -2.561 0.000
C 2.722 -4.027 0.001
N 2.046 -1.665 -0.001
N 2.449 2.213 -0.002
C 3.749 2.613 -0.002
C 3.782 3.977 0.001
C 2.432 4.368 0.006
C 1.875 5.766 0.012
N 1.621 3.326 0.004
H -1.703 -0.591 -4.511
H -2.459 -0.943 -2.970
H -1.090 -1.912 -3.537
H -0.424 1.821 -4.168
H 1.261 2.683 -2.194
H 1.261 2.687 2.184
H -0.423 1.830 4.159
H -1.703 -0.582 4.508
H -1.090 -1.905 3.538
H -2.459 -0.937 2.968
H 4.643 0.247 -0.003
H 5.247 -2.379 -0.001
H 3.635 -4.618 0.002
H 2.156 -4.321 -0.885
H 2.156 -4.319 0.888
H 4.583 1.937 -0.005
H 4.661 4.602 0.001
H 2.680 6.500 0.012
H 1.260 5.945 0.893
H 1.256 5.951 -0.866
F -6.619 -4.372 0.003
C -5.774 -3.365 0.002
C -4.398 -3.636 0.002
F -3.988 -4.892 0.003
C -3.547 -2.577 0.001
F -2.206 -2.860 0.001
C -3.950 -1.225 -0.001
S -2.843 0.048 -0.002
C -5.350 -1.014 -0.001
F -5.833 0.209 -0.002
C -6.247 -2.064 0.000
F -7.548 -1.841 0.000
*
```


> Which value of energy relative to the best compared isomer or geometry (same formula, charge and spin) does entry 3 give?

11.7 kcal per mole


> Among the records above, which one has the highest maximum force?

C22H19N5O2


> Which of these has the lowest maximum force?

C22H19N3O4